This record from the Open Molecules 2025 dataset describes C34H20BrCaClF4IN4O6PS as an isolated structure. The level of theory is ωB97M-V/def2-TZVPD.

```
74
Properties=species:S:1:pos:R:3
Ca 0.64 -0.41 2.42
O 2.85 0.70 5.95
C 2.37 0.37 4.86
O 1.23 0.65 4.38
C 3.24 -0.50 3.95
C 4.15 -1.44 4.43
C 4.77 -2.28 3.52
C 4.48 -2.17 2.16
C 3.56 -1.21 1.77
N 2.99 -0.39 2.65
C 3.02 -1.08 0.34
O 3.70 -1.52 -0.60
O 1.89 -0.52 0.27
H 4.32 -1.51 5.50
H 5.45 -3.05 3.87
H 4.90 -2.83 1.42
Cl -4.06 5.11 2.54
C -3.28 3.55 2.68
C -3.85 2.59 3.48
C -3.27 1.33 3.61
I -4.20 -0.11 4.79
C -2.09 0.94 2.94
O -1.57 -0.21 3.01
C -1.50 2.00 2.12
N -0.34 1.68 1.50
C 0.25 2.56 0.72
C -0.27 3.84 0.51
C -1.43 4.20 1.13
C -2.09 3.27 1.98
H -4.76 2.81 4.01
H 1.17 2.24 0.25
H 0.25 4.53 -0.15
H -1.86 5.18 1.00
F 2.98 -4.57 -4.27
C 2.18 -3.67 -3.67
C 1.75 -2.57 -4.37
F 2.12 -2.40 -5.65
C 0.93 -1.65 -3.75
F 0.51 -0.63 -4.50
C 0.53 -1.78 -2.42
P -0.41 -0.47 -1.53
C -2.02 -0.46 -2.41
C -2.34 -1.20 -3.54
C -3.62 -1.14 -4.08
C -4.59 -0.34 -3.50
C -4.28 0.39 -2.37
C -3.02 0.31 -1.82
C 0.40 1.02 -2.26
C 1.79 1.09 -2.32
C 2.42 2.25 -2.74
C 1.68 3.37 -3.11
C 0.29 3.31 -3.06
C -0.34 2.14 -2.64
C 0.94 -2.94 -1.75
Br 0.44 -3.33 0.02
C 1.77 -3.86 -2.37
F 2.19 -4.96 -1.74
H -1.60 -1.83 -4.01
H -3.85 -1.73 -4.96
H -5.59 -0.30 -3.93
H -5.04 1.00 -1.89
H -2.80 0.85 -0.90
H 2.39 0.24 -2.01
H 3.50 2.29 -2.77
H 2.17 4.28 -3.43
H -0.30 4.17 -3.34
H -1.42 2.12 -2.62
N -3.14 -1.91 0.65
H -3.33 -2.83 1.04
H -3.91 -1.32 0.96
H -2.33 -1.57 1.17
O 0.98 -4.15 5.18
S 0.54 -2.89 4.56
N 0.76 -2.63 3.13
```

The HOMO energy is -2.92 eV. As for the total charge: -2. The gap between HOMO and LUMO comes out at 6.6770 eV. For the maximum force, the calculation gives 0.0103 hartree/bohr.

This record from the Open Molecules 2025 dataset describes C34H22BrF7IMnN2O8PS as an isolated structure. The level of theory is ωB97M-V/def2-TZVPD.

```
78
Properties=species:S:1:pos:R:3
Mn -1.07 -1.40 -1.25
C 3.19 0.31 -2.34
C 3.18 -0.74 -1.28
N 4.31 -1.11 -0.74
C 4.29 -2.09 0.20
C 3.15 -2.75 0.58
C 3.27 -3.85 1.60
O 2.73 -3.51 2.87
C 1.91 -2.38 -0.01
C 0.75 -3.17 0.37
N -0.45 -3.13 -0.11
C -1.34 -4.14 0.29
C -0.91 -5.47 0.31
C -1.75 -6.51 0.68
C -3.07 -6.24 1.00
C -3.53 -4.93 0.96
C -2.68 -3.89 0.60
I -3.51 -1.98 0.56
C 1.89 -1.30 -0.91
O 0.86 -0.75 -1.44
H 4.22 0.55 -2.61
H 2.68 1.22 -2.02
H 2.64 -0.04 -3.22
H 5.24 -2.35 0.64
H 4.33 -4.07 1.74
H 2.80 -4.77 1.24
H 2.04 -2.83 2.78
H 0.95 -3.92 1.13
H 0.11 -5.68 0.01
H -1.38 -7.52 0.68
H -3.74 -7.03 1.28
H -4.56 -4.71 1.19
F -4.85 6.44 0.32
C -3.93 5.49 0.14
C -2.60 5.76 0.37
F -2.22 6.98 0.78
C -1.66 4.76 0.18
F -0.38 5.11 0.41
C -2.00 3.47 -0.23
P -0.78 2.07 -0.45
C 0.30 2.27 1.01
C -0.12 2.80 2.23
C 0.70 2.71 3.35
C 1.93 2.09 3.27
C 2.35 1.54 2.06
C 1.54 1.63 0.94
C 0.27 2.75 -1.80
C 0.05 2.21 -3.07
C 0.81 2.64 -4.15
C 1.80 3.60 -3.97
C 2.03 4.13 -2.70
C 1.27 3.71 -1.63
C -3.36 3.23 -0.48
Br -3.97 1.59 -1.17
C -4.31 4.23 -0.29
F -5.61 4.02 -0.52
H -1.09 3.26 2.32
H 0.35 3.11 4.29
H 2.56 1.99 4.15
H 3.29 1.02 1.99
H 1.84 1.17 0.02
H -0.69 1.42 -3.20
H 0.64 2.20 -5.12
H 2.40 3.92 -4.81
H 2.82 4.86 -2.56
H 1.47 4.11 -0.64
F -0.43 -0.15 4.69
C -1.16 -0.52 3.63
F -1.94 -1.55 4.04
F -1.99 0.49 3.35
C -0.29 -0.98 2.41
O 0.68 -1.69 2.74
O -0.69 -0.60 1.30
O -2.20 -2.59 -2.67
S -2.33 -1.43 -3.66
O -1.35 -1.57 -4.73
O -1.95 -0.23 -2.78
O -3.70 -1.30 -4.13
```

For the energy relative to the best compared isomer or geometry (same formula, charge and spin), the calculation gives 0.0 kJ/mol. The HOMO energy (spin up / spin down) is -2.68 / -3.16 eV. The spin multiplicity is 6. As for the total charge: -2. The gap between HOMO and LUMO (spin up / spin down) comes out at 6.5939 / 7.0734 eV. For the maximum force, the calculation gives 0.0125 hartree/bohr.

This record from the Open Molecules 2025 dataset describes C34H22F5IMnN4PS3 as an isolated structure. The level of theory is ωB97M-V/def2-TZVPD.

```
71
Properties=species:S:1:pos:R:3
Mn -0.12 -0.18 -1.22
I -2.17 1.44 -0.54
C -1.43 2.92 0.73
C -1.99 4.15 0.49
C -1.67 5.23 1.33
C -0.84 5.01 2.38
C -0.28 3.73 2.65
C 0.50 3.57 3.82
C 1.03 2.36 4.15
C 0.86 1.28 3.27
C 0.11 1.38 2.11
P 0.13 -0.20 1.21
C 1.74 -0.93 1.52
C 2.87 -0.24 1.07
C 4.13 -0.72 1.35
C 4.28 -1.89 2.09
C 3.17 -2.57 2.56
C 1.89 -2.10 2.29
C -1.18 -1.24 1.81
C -2.28 -0.67 2.44
C -3.33 -1.47 2.88
C -3.27 -2.84 2.69
C -2.17 -3.43 2.08
C -1.13 -2.63 1.63
C -0.53 2.62 1.79
H -2.69 4.29 -0.32
H -2.09 6.20 1.14
H -0.60 5.82 3.06
H 0.66 4.43 4.45
H 1.60 2.23 5.05
H 1.34 0.35 3.52
H 2.76 0.69 0.53
H 5.00 -0.18 1.00
H 5.27 -2.26 2.32
H 3.29 -3.45 3.17
H 1.04 -2.62 2.69
H -2.32 0.40 2.61
H -4.17 -1.02 3.38
H -4.08 -3.47 3.04
H -2.12 -4.50 1.96
H -0.25 -3.09 1.19
N 0.85 3.39 -1.31
C 1.68 2.43 -1.71
N 1.45 1.12 -1.66
C 2.56 0.41 -2.16
C 3.59 1.17 -2.55
S 3.22 2.84 -2.34
C 2.47 -1.04 -2.17
C 3.38 -1.91 -2.63
S 2.81 -3.52 -2.41
C 1.36 -2.93 -1.73
N 1.30 -1.60 -1.65
N 0.43 -3.80 -1.30
H -0.09 3.19 -1.01
H 1.09 4.36 -1.44
H 4.53 0.86 -2.96
H 4.34 -1.71 -3.08
H 0.55 -4.79 -1.46
H -0.49 -3.50 -1.02
F -3.94 -0.26 -6.68
C -3.50 -0.60 -5.50
C -2.26 -0.05 -5.06
F -1.60 0.76 -5.85
C -1.82 -0.41 -3.84
F -0.63 0.07 -3.40
C -2.52 -1.29 -2.98
S -1.94 -1.71 -1.46
C -3.75 -1.82 -3.47
F -4.44 -2.64 -2.71
C -4.23 -1.48 -4.71
F -5.37 -1.96 -5.16
```

For the energy relative to the best compared isomer or geometry (same formula, charge and spin), the calculation gives 0.0 kJ/mol. The HOMO energy (spin up / spin down) is -15.92 / -15.91 eV. The spin multiplicity is 4. As for the total charge: +3. The gap between HOMO and LUMO (spin up / spin down) comes out at 5.1686 / 4.5864 eV. For the maximum force, the calculation gives 0.0150 hartree/bohr.

This record from the Open Molecules 2025 dataset describes a 3-piece molecular cluster, C34H24Cl2FI2NO6S overall in a non-equilibrium geometry. The level of theory is ωB97M-V/def2-TZVPD.

```
71
Properties=species:S:1:pos:R:3
C 1.24 -5.45 -1.50
C 2.19 -4.45 -0.91
I 2.32 -2.61 -1.90
C 2.93 -4.69 0.18
I 2.75 -6.56 1.13
N 3.84 -3.68 0.65
C 3.62 -3.28 2.08
Cl 1.88 -3.40 2.50
C 3.99 -1.81 2.35
C 3.49 -0.85 1.29
Cl 5.72 -1.59 2.72
S 5.43 -4.18 0.30
O 5.42 -5.46 -0.31
O 6.01 -3.15 -0.48
F 6.14 -4.33 1.67
H 0.70 -5.01 -2.34
H 0.53 -5.83 -0.77
H 1.79 -6.31 -1.91
H 4.13 -3.92 2.79
H 3.46 -1.57 3.27
H 3.97 -0.99 0.32
H 2.43 -1.00 1.23
H 3.67 0.16 1.65
C -5.95 -2.30 -5.92
C -5.06 -3.33 -5.64
C -3.79 -3.04 -5.16
C -3.41 -1.72 -4.97
C -4.30 -0.69 -5.27
C -5.57 -0.98 -5.74
C -3.89 0.74 -5.12
O -4.67 1.64 -5.38
C -2.51 1.03 -4.64
C -2.09 2.35 -4.54
C -0.82 2.64 -4.09
C 0.05 1.61 -3.73
C -0.36 0.30 -3.83
C -1.64 0.00 -4.30
C -2.05 -1.43 -4.43
O -1.30 -2.32 -4.12
H -6.94 -2.53 -6.29
H -5.35 -4.36 -5.80
H -3.10 -3.84 -4.94
H -6.26 -0.18 -5.96
H -2.77 3.15 -4.82
H -0.49 3.67 -4.02
H 1.04 1.84 -3.37
H 0.30 -0.51 -3.56
C 1.49 0.39 3.90
C 1.52 0.83 2.58
C 0.98 2.07 2.26
C 0.40 2.86 3.24
C 0.34 2.40 4.56
C 0.90 1.17 4.88
C -0.32 3.21 5.62
O -0.36 2.81 6.77
C -0.94 4.51 5.24
C -1.61 5.25 6.20
C -2.17 6.47 5.86
C -2.06 6.95 4.57
C -1.40 6.22 3.60
C -0.84 4.99 3.93
C -0.16 4.19 2.87
O -0.07 4.61 1.74
H 1.91 -0.57 4.16
H 1.98 0.21 1.80
H 1.01 2.42 1.23
H 0.87 0.82 5.91
H -1.69 4.87 7.21
H -2.70 7.04 6.61
H -2.50 7.91 4.31
H -1.32 6.59 2.59
```

The HOMO energy is -9.18 eV. Its structure (SMILES) is C/C(I)=C(\I)N([C@H](Cl)[C@H](C)Cl)S(=O)(=O)F.O=C1c2ccccc2C(=O)c2ccccc21.O=C1c2ccccc2C(=O)c2ccccc21. As for the total charge: 0. The gap between HOMO and LUMO comes out at 8.1513 eV. For the maximum force, the calculation gives 0.0566 hartree/bohr.

This record from the Open Molecules 2025 dataset describes C34H25BrN7O2PmS as an isolated structure in a non-equilibrium geometry. The level of theory is ωB97M-V/def2-TZVPD.

```
71
Properties=species:S:1:pos:R:3
Pm 0.04 -0.20 -0.27
Br -2.03 -1.84 7.06
C -1.23 -1.82 5.32
C 0.16 -1.96 5.15
C 0.76 -1.90 3.87
C -0.07 -1.52 2.74
O 0.48 -1.45 1.56
C -1.49 -1.47 2.99
C -2.35 -1.04 1.94
N -2.11 0.04 1.22
C -3.12 0.83 0.71
C -4.12 1.25 1.53
C -5.07 2.20 1.12
C -4.91 2.87 -0.07
C -3.94 2.41 -1.02
C -3.80 2.82 -2.40
C -2.88 2.16 -3.20
C -1.95 1.32 -2.57
N -1.96 0.94 -1.31
C -3.00 1.42 -0.56
C -2.10 -1.61 4.29
H 0.72 -2.25 6.02
H 1.84 -2.10 3.67
H -3.35 -1.57 1.81
H -4.09 0.90 2.52
H -5.88 2.46 1.79
H -5.58 3.66 -0.31
H -4.47 3.54 -2.88
H -2.79 2.35 -4.25
H -1.14 0.91 -3.21
H -3.23 -1.64 4.38
N 4.35 0.89 0.44
C 5.17 -0.25 0.36
C 6.42 -0.33 0.98
C 7.11 -1.52 1.03
C 6.54 -2.68 0.47
C 5.33 -2.63 -0.28
C 4.62 -1.41 -0.35
S 3.26 -1.37 -1.35
N 2.48 0.01 -0.71
C 3.05 0.93 0.04
C 2.24 2.09 0.54
C 2.75 3.17 1.29
C 1.91 4.16 1.79
C 0.56 3.99 1.76
C 0.05 2.90 1.04
N 0.87 2.01 0.42
H 4.68 1.64 1.05
H 6.82 0.58 1.46
H 8.11 -1.55 1.48
H 7.17 -3.56 0.50
H 5.00 -3.54 -0.82
H 3.86 3.33 1.35
H 2.44 4.95 2.35
H -0.19 4.57 2.30
H -1.05 2.73 0.97
N -0.55 -0.75 -6.04
C -1.64 -1.19 -5.33
O -2.80 -1.10 -5.75
C -1.41 -1.76 -3.97
C -2.55 -2.41 -3.41
C -2.45 -2.94 -2.15
C -1.26 -2.79 -1.42
N -0.22 -2.13 -1.92
C -0.29 -1.60 -3.19
H -0.76 -0.65 -7.03
H 0.33 -1.21 -5.89
H -3.47 -2.39 -4.01
H -3.30 -3.42 -1.63
H -1.15 -3.24 -0.47
H 0.66 -1.22 -3.55
```

For the energy relative to the best compared isomer or geometry (same formula, charge and spin), the calculation gives 0.0 kJ/mol. The HOMO energy (spin up / spin down) is -12.53 / -12.54 eV. The spin multiplicity is 5. As for the total charge: +2. The gap between HOMO and LUMO (spin up / spin down) comes out at 6.3057 / 6.3303 eV. For the maximum force, the calculation gives 0.0779 hartree/bohr.

This record from the Open Molecules 2025 dataset describes C34H26Cl2CsIN10O4 as an isolated structure. The level of theory is ωB97M-V/def2-TZVPD.

```
78
Properties=species:S:1:pos:R:3
Cs 0.15 -0.15 -0.25
Cl 1.56 2.23 -7.74
C 0.61 1.87 -6.32
C 1.27 1.70 -5.10
C 0.58 1.40 -3.93
N 1.28 1.28 -2.73
C 2.25 0.42 -2.61
O 2.99 0.36 -1.57
C 2.50 -0.67 -3.64
C 3.80 -0.91 -4.09
C 4.01 -1.95 -4.98
C 2.93 -2.73 -5.36
C 1.68 -2.42 -4.84
N 1.46 -1.41 -4.01
C -0.84 1.32 -3.95
C -1.47 1.50 -5.19
C -0.76 1.75 -6.36
Cl -1.64 1.94 -7.86
N -1.51 0.98 -2.78
C -2.78 1.33 -2.65
O -3.51 2.03 -3.38
C -3.48 0.81 -1.38
C -4.72 1.35 -1.06
C -5.40 0.89 0.05
C -4.82 -0.10 0.83
C -3.58 -0.58 0.44
N -2.92 -0.14 -0.63
H 2.34 1.82 -5.07
H 4.61 -0.28 -3.74
H 5.00 -2.15 -5.36
H 3.05 -3.55 -6.05
H 0.81 -3.01 -5.11
H -2.55 1.44 -5.24
H -5.12 2.11 -1.72
H -6.37 1.30 0.32
H -5.30 -0.50 1.71
H -3.08 -1.34 1.03
C -0.35 -2.95 3.56
C -1.43 -1.94 3.76
N -2.56 -2.32 4.30
C -3.54 -1.40 4.47
C -3.41 -0.09 4.11
C -4.55 0.87 4.35
O -4.26 1.89 5.31
C -2.20 0.36 3.54
C -2.09 1.75 3.09
N -1.12 2.57 3.15
C 0.06 2.27 3.84
C 0.04 1.84 5.17
C 1.21 1.65 5.88
C 2.44 1.89 5.28
C 2.48 2.34 3.96
C 1.30 2.55 3.26
I 1.39 3.21 1.29
C -1.14 -0.58 3.33
O -0.04 -0.31 2.76
H -0.67 -3.92 3.94
H 0.57 -2.64 4.05
H -0.09 -3.04 2.50
H -4.46 -1.76 4.94
H -5.40 0.32 4.75
H -4.87 1.33 3.41
H -3.46 2.33 5.03
H -2.99 2.15 2.63
H -0.92 1.63 5.63
H 1.17 1.30 6.90
H 3.36 1.73 5.82
H 3.43 2.53 3.48
N 4.94 -1.19 -0.89
C 5.15 -2.49 -0.73
N 6.47 -2.91 -0.61
N 4.26 -3.45 -0.68
C 2.98 -3.12 -0.79
N 1.84 -2.94 -0.86
H 5.75 -0.61 -0.99
H 4.02 -0.72 -1.17
H 7.09 -2.25 -0.16
H 6.53 -3.84 -0.23
```

For the energy relative to the best compared isomer or geometry (same formula, charge and spin), the calculation gives 40.5 kJ/mol. The HOMO energy is -2.02 eV. As for the total charge: -2. The gap between HOMO and LUMO comes out at 5.5600 eV. For the maximum force, the calculation gives 0.0026 hartree/bohr.